Below is a 2-piece molecular cluster, C21H27FN2O5 overall, with properties calculated with ωB97M-V with the def2-TZVPD basis set.

XYZ file:
```
56
Properties=species:S:1:pos:R:3:lowdin_charge:R:1
C 6.310 -1.885 0.816 -0.12
O 5.583 -0.722 0.503 -0.19
C 4.174 -0.941 0.448 -0.24
C 3.494 0.401 0.288 -0.15
C 2.078 0.337 -0.315 -0.16
C 0.952 0.688 0.670 -0.10
C 0.362 -0.489 1.490 -0.32
C 0.204 -0.050 2.952 -0.11
C 0.158 -1.186 3.986 -0.27
N 1.470 -1.525 4.541 0.01
O 1.373 -1.569 1.531 0.06
C 1.022 -2.767 1.112 -0.61
O 0.636 -3.667 1.754 0.21
F 1.406 -2.960 -0.139 0.16
C -0.946 -0.960 0.870 -0.14
C -1.089 -1.032 -0.521 -0.03
C -2.253 -1.495 -1.124 -0.06
C -3.328 -1.890 -0.330 -0.08
C -3.219 -1.801 1.055 -0.06
C -2.042 -1.345 1.650 -0.01
H 5.698 -2.787 0.788 0.08
H 6.741 -1.815 1.816 0.08
H 7.133 -2.006 0.115 0.08
H 3.952 -1.577 -0.414 0.13
H 3.876 -1.442 1.368 0.11
H 4.129 0.977 -0.381 0.11
H 3.494 0.917 1.246 0.12
H 2.032 1.089 -1.099 0.11
H 1.896 -0.613 -0.804 0.09
H 0.150 1.164 0.121 0.09
H 1.324 1.446 1.353 0.11
H -0.644 0.620 3.044 0.13
H 1.092 0.538 3.184 0.11
H -0.514 -0.884 4.791 0.10
H -0.278 -2.074 3.537 0.09
H 2.210 -0.989 4.114 0.05
H 1.647 -2.507 4.396 0.06
H -0.261 -0.736 -1.150 0.11
H -2.344 -1.557 -2.197 0.10
H -4.246 -2.266 -0.755 0.10
H -4.042 -2.102 1.685 0.10
H -2.023 -1.296 2.726 0.10
C -4.825 3.790 -4.465 -0.07
C -4.966 3.555 -3.104 -0.06
C -3.916 3.015 -2.380 0.00
C -2.736 2.722 -3.039 -0.15
C -2.577 2.944 -4.394 0.00
C -3.634 3.483 -5.109 -0.06
N -1.614 2.162 -2.271 -0.33
O -1.786 1.953 -1.087 0.07
O -0.579 1.928 -2.866 0.08
H -5.647 4.216 -5.026 0.11
H -5.895 3.793 -2.604 0.11
H -4.017 2.827 -1.321 0.12
H -1.646 2.703 -4.886 0.12
H -3.527 3.664 -6.169 0.11
```

Calculated values
gap between HOMO and LUMO	8.15	eV
SMILES	COCCCC[C@](CCN)(OC(=O)F)c1ccccc1.O=[N+]([O-])c1ccccc1
2S+1	1
LUMO level	-0.02695	Eh

Below is one molecule with the formula C10H7NO, with properties calculated with ωB97M-V with the def2-TZVPD basis set.

XYZ file:
```
19
Properties=species:S:1:pos:R:3:lowdin_charge:R:1
C -2.423 -2.058 0.733 -0.17
C -1.391 -0.918 0.434 -0.17
C -1.083 0.032 1.430 -0.11
C 0.618 0.852 0.268 -0.19
C 1.798 1.664 0.244 -0.01
C 2.688 1.701 -0.828 -0.08
C 2.381 0.925 -1.922 -0.10
C 1.199 0.145 -2.050 -0.02
C 0.382 0.040 -0.886 -0.14
C -0.677 -0.975 -0.695 0.03
H -2.481 -2.632 -0.144 0.10
H -1.590 -0.040 2.366 0.11
H 1.927 2.159 1.135 0.08
H 3.420 2.559 -0.762 0.13
H 2.964 0.942 -2.775 0.07
H 1.082 -0.604 -2.921 0.14
H -0.899 -1.738 -1.475 0.13
N -0.188 0.971 1.427 0.14
O -3.008 -1.987 1.777 0.07
```

Calculated values
gap between HOMO and LUMO	8.70	eV
SMILES	O=Cc1cnc2ccccc2c1
2S+1	1
LUMO level	-0.01127	Eh

Below is one molecule with the formula ClH2PS, with properties calculated with ωB97M-V with the def2-TZVPD basis set.

XYZ file:
```
5
Properties=species:S:1:pos:R:3:lowdin_charge:R:1
P 0.755 0.603 -0.111 0.42
S -0.842 -0.851 0.290 -0.04
Cl -2.551 0.504 0.394 -0.08
H 1.551 -0.388 0.782 -0.10
H 1.087 0.131 -1.353 -0.20
```

Calculated values
gap between HOMO and LUMO	8.79	eV
SMILES	PSCl
2S+1	1
LUMO level	-0.02538	Eh

Below is C6H14N2O3 as an isolated structure, with properties calculated with ωB97M-V with the def2-TZVPD basis set.

XYZ file:
```
25
Properties=species:S:1:pos:R:3:lowdin_charge:R:1
C 1.968 1.089 0.520 -0.61
C -2.298 1.175 1.855 -0.20
C 0.213 -1.702 1.171 -0.02
C 0.197 -2.248 -1.225 -0.02
C 0.696 1.447 -2.521 -0.03
C 0.668 0.065 -0.565 -0.22
N -1.241 0.911 0.903 -0.09
N 0.489 -1.192 -0.234 -0.13
O 2.048 2.160 0.118 0.13
O 2.461 0.300 1.297 0.07
O 0.659 0.179 -1.852 -0.06
H -3.393 1.305 1.575 0.09
H -2.383 0.266 2.524 0.08
H -2.028 1.994 2.486 0.05
H 0.881 -1.294 1.853 0.05
H -0.813 -1.663 1.410 0.07
H 0.635 -2.786 1.105 0.13
H 1.064 -2.793 -1.508 0.09
H -0.365 -2.931 -0.572 0.07
H -0.500 -1.905 -2.023 0.11
H -0.187 1.485 -3.133 0.08
H 1.683 1.534 -3.055 0.12
H 0.627 2.343 -1.842 0.10
H -0.697 1.558 0.216 0.10
H -0.384 0.704 1.498 0.07
```

Calculated values
gap between HOMO and LUMO	9.76	eV
2S+1	1
LUMO level	0.02641	Eh

Below is C25H27Cl2PPd as an isolated structure, with properties calculated with ωB97M-V with the def2-TZVPD basis set.

XYZ file:
```
56
Properties=species:S:1:pos:R:3:lowdin_charge:R:1
Pd -0.936 2.619 -0.348 0.29
Cl -1.293 3.886 -2.295 -0.20
Cl 1.319 2.346 -0.793 0.09
C 2.331 -1.059 -1.239 -0.15
H 3.321 -1.492 -1.486 0.11
H 2.596 -0.008 -1.075 0.08
C 0.112 -0.466 -2.389 -0.07
C 1.492 -1.110 -2.506 -0.31
H -0.577 -0.854 -1.620 0.07
C 2.259 -0.347 -3.629 -0.17
H 1.307 -2.157 -2.813 0.14
C 1.885 1.115 -3.787 -0.24
H 3.341 -0.443 -3.482 0.11
H 1.953 -0.921 -4.508 0.11
C 0.451 1.254 -4.254 -0.21
H 1.973 1.659 -2.830 0.00
H 2.593 1.576 -4.479 0.11
C -0.494 0.303 -3.470 -0.22
H 0.112 2.286 -4.137 0.06
H 0.410 1.007 -5.322 0.10
H -1.262 0.938 -3.001 0.07
H -0.958 -0.360 -4.234 0.12
C -2.428 2.978 4.044 -0.07
C -2.026 3.556 2.848 -0.06
C -1.145 2.846 2.015 -0.19
C -0.830 1.501 2.277 -0.34
C -1.284 0.913 3.465 -0.07
C -2.037 1.676 4.364 -0.06
P -0.224 0.594 0.770 0.95
C 1.255 -0.410 1.123 -0.29
C 1.844 -1.512 0.195 -0.26
C 3.008 -2.219 0.836 -0.04
C 3.372 -2.046 2.142 -0.09
C 2.671 -1.159 2.978 -0.07
C 1.655 -0.360 2.445 -0.12
C -1.458 -0.760 0.634 -0.36
C -1.266 -2.044 1.195 -0.08
C -2.326 -2.947 1.184 -0.08
C -3.554 -2.600 0.627 -0.08
C -3.712 -1.349 0.032 -0.07
C -2.668 -0.425 0.022 -0.11
H -3.063 3.547 4.718 0.11
H -2.349 4.542 2.526 0.12
H -0.586 3.446 1.227 0.06
H -1.021 -0.108 3.727 0.11
H -2.339 1.248 5.314 0.11
H 1.073 -2.294 0.047 0.14
H 3.562 -2.913 0.186 0.12
H 4.174 -2.652 2.568 0.11
H 2.909 -1.098 4.040 0.11
H 1.159 0.338 3.121 0.09
H -0.306 -2.337 1.629 0.10
H -2.187 -3.928 1.625 0.10
H -4.392 -3.292 0.661 0.11
H -4.647 -1.064 -0.432 0.10
H -2.768 0.561 -0.456 0.09
```

Calculated values
gap between HOMO and LUMO (alpha / beta)	6.91 / 6.85	eV
⟨S²⟩	6.05
2S+1	5
LUMO level (alpha / beta)	-0.00240 / -0.07345	Eh

Below is one molecule with the formula C15H22N2O3S, with properties calculated with ωB97M-V with the def2-TZVPD basis set.

XYZ file:
```
43
Properties=species:S:1:pos:R:3:lowdin_charge:R:1
C -6.002 -0.642 -0.114 -0.09
H -6.753 -1.385 0.140 0.07
H -5.582 -0.889 -1.085 0.08
C -4.908 -0.627 0.948 -0.23
N -3.878 0.335 0.629 0.06
C -2.590 -0.011 0.415 -0.46
O -2.177 -1.150 0.513 0.07
C -1.684 1.126 0.055 -0.12
C -0.378 1.086 0.528 0.01
C 0.510 2.079 0.177 -0.25
C 0.128 3.124 -0.642 -0.04
C -1.172 3.165 -1.123 -0.05
C -2.073 2.172 -0.779 -0.02
H -3.073 2.198 -1.188 0.11
H -1.480 3.970 -1.773 0.11
H 0.857 3.877 -0.897 0.11
S 2.194 1.961 0.792 0.68
O 2.984 2.936 0.092 -0.28
O 2.167 2.008 2.225 -0.28
N 2.573 0.421 0.324 -0.26
C 3.107 -0.526 1.273 -0.18
H 4.173 -0.707 1.087 0.13
C 2.319 -1.838 1.249 -0.17
H 2.384 -2.308 2.232 0.11
C 2.791 -2.850 0.200 -0.20
H 3.627 -3.425 0.604 0.11
C 3.237 -2.252 -1.138 -0.21
C 2.392 -1.076 -1.631 -0.16
H 2.462 -1.019 -2.720 0.11
C 2.877 0.263 -1.073 -0.20
H 3.958 0.363 -1.249 0.13
H 2.379 1.088 -1.588 0.11
H 1.344 -1.224 -1.370 0.12
H 4.276 -1.921 -1.065 0.10
H 3.212 -3.050 -1.884 0.11
H 1.973 -3.551 0.023 0.11
H 1.270 -1.595 1.076 0.10
H 3.003 -0.047 2.248 0.11
H -0.059 0.279 1.168 0.12
H -4.149 1.304 0.567 0.14
H -4.414 -1.599 1.004 0.11
H -5.338 -0.390 1.928 0.12
H -6.487 0.330 -0.180 0.07
```

Calculated values
gap between HOMO and LUMO	9.80	eV
SMILES	CCNC(=O)c1cccc(S(=O)(=O)N2CCCCCC2)c1
2S+1	1
LUMO level	0.01952	Eh

Below is an isolated ion of composition C6H14NOS and charge +1, with properties calculated with ωB97M-V with the def2-TZVPD basis set.

XYZ file:
```
23
Properties=species:S:1:pos:R:3:lowdin_charge:R:1
C -0.978 0.394 1.170 -0.23
C -0.643 -1.045 1.528 -0.18
C 0.119 1.353 0.752 -0.10
C -1.583 -1.940 1.221 0.07
C 0.523 1.416 -0.811 -0.29
C 0.008 0.240 -1.572 -0.58
N 0.682 -1.058 -1.121 0.15
O 1.985 1.253 -1.029 -0.05
S 0.415 0.266 -3.355 0.84
H -1.722 0.505 0.459 0.09
H -1.213 0.866 2.091 0.12
H -0.989 0.129 -1.287 0.09
H 0.217 -1.028 2.287 0.15
H -0.069 2.314 0.935 0.07
H 0.933 0.950 1.439 0.14
H -2.250 -1.712 0.515 0.04
H -1.486 -2.872 1.675 0.07
H -0.034 2.284 -1.176 0.16
H 1.730 -0.919 -1.025 0.18
H 0.504 -1.881 -1.639 0.13
H 0.339 -1.178 -0.110 0.12
H 2.462 1.590 -0.313 0.07
H 1.093 1.453 -3.414 -0.08
```

Calculated values
gap between HOMO and LUMO	10.45	eV
SMILES	C=CCC[C@@H](O)[C@H]([NH3+])S
2S+1	1
LUMO level	-0.10927	Eh
charge	+1

Below is a 2-piece molecular cluster, C4H9NO overall, with properties calculated with ωB97M-V with the def2-TZVPD basis set.

XYZ file:
```
15
Properties=species:S:1:pos:R:3:lowdin_charge:R:1
C -1.365 0.091 1.386 -0.02
C -0.195 -0.316 0.884 -0.28
C -0.717 -0.224 -1.570 -0.06
N 0.874 0.541 0.639 0.04
C 2.097 0.147 0.157 -0.33
O 2.330 -0.934 -0.337 0.03
H -2.093 -0.640 1.706 0.06
H -1.176 -0.099 -0.566 -0.02
H -1.598 1.149 1.490 0.07
H 0.010 -1.346 0.604 0.13
H 0.246 -0.758 -1.676 0.04
H -0.586 0.786 -1.956 0.04
H -1.485 -0.790 -2.076 0.03
H 0.789 1.465 1.032 0.14
H 2.870 0.927 0.283 0.13
```

Calculated values
gap between HOMO and LUMO	9.56	eV
SMILES	C=CNC=O.C
2S+1	1
LUMO level	0.03164	Eh

| no. | total energy (Eh) |
| --- | --- |
| 1 | -1401.86870 |
| 2 | -515.20923 |
| 3 | -1200.89411 |
| 4 | -572.12160 |
| 5 | -2358.28735 |
| 6 | -1318.20783 |
| 7 | -764.85297 |
| 8 | -287.74153 |